--- P ---
{
  "formula": "C17H28N2O2",
  "method": "ωB97M-V/def2-TZVPD",
  "total_charge": 0,
  "e_lumo_ev": 0.872,
  "gap_ev": 9.0,
  "symbols": ["C", "C", "C", "C", "O", "C", "C", "C", "C", "C", "N", "C", "C", "N", "C", "C", "O", "C", "C", "C", "C", "H", "H", "H", "H", "H", "H", "H", "H", "H", "H", "H", "H", "H", "H", "H", "H", "H", "H", "H", "H", "H", "H", "H", "H", "H", "H", "H", "H"],
  "positions_angstrom": [[1.470, 1.315, 7.506], [1.488, 2.224, 6.283], [2.025, 1.499, 5.052], [2.047, 2.414, 3.826], [2.561, 1.777, 2.676], [1.783, 0.898, 1.982], [0.451, 0.606, 2.246], [-0.233, -0.291, 1.441], [0.384, -0.918, 0.373], [-0.350, -1.890, -0.509], [-0.221, -1.516, -1.907], [-0.877, -0.251, -2.190], [-0.615, 0.153, -3.644], [-1.038, -0.850, -4.607], [-2.470, -0.904, -4.836], [-2.912, 0.232, -5.770], [-4.251, 0.092, -6.181], [-0.433, -2.119, -4.250], [-0.715, -2.542, -2.804], [1.720, -0.622, 0.113], [2.409, 0.271, 0.901], [0.839, 0.447, 7.327], [1.084, 1.848, 8.372], [2.474, 0.966, 7.736], [2.110, 3.098, 6.487], [0.475, 2.580, 6.080], [3.042, 1.148, 5.241], [1.409, 0.622, 4.842], [2.730, 3.251, 4.003], [1.048, 2.825, 3.631], [-0.075, 1.071, 3.065], [-1.271, -0.501, 1.659], [-1.409, -1.955, -0.197], [0.094, -2.886, -0.395], [-0.465, 0.509, -1.523], [-1.966, -0.315, -2.003], [-1.115, 1.097, -3.864], [0.461, 0.291, -3.777], [-2.693, -1.854, -5.332], [-3.072, -0.859, -3.916], [-2.869, 1.195, -5.261], [-2.233, 0.264, -6.633], [-4.346, -0.743, -6.653], [-0.779, -2.891, -4.942], [0.648, -2.004, -4.370], [-0.190, -3.477, -2.590], [-1.799, -2.719, -2.669], [2.205, -1.097, -0.725], [3.442, 0.509, 0.704]]
}

---

--- Q ---
{
  "formula": "C17H28N2O2",
  "method": "ωB97M-V/def2-TZVPD",
  "total_charge": 0,
  "e_lumo_ev": 0.906,
  "gap_ev": 9.6,
  "symbols": ["C", "C", "C", "C", "C", "C", "C", "C", "O", "C", "C", "O", "C", "C", "N", "C", "C", "N", "C", "C", "C", "H", "H", "H", "H", "H", "H", "H", "H", "H", "H", "H", "H", "H", "H", "H", "H", "H", "H", "H", "H", "H", "H", "H", "H", "H", "H", "H", "H"],
  "positions_angstrom": [[2.504, -4.347, 0.774], [1.023, -4.577, 0.718], [0.511, -5.861, 0.594], [-0.854, -6.077, 0.547], [-1.724, -5.007, 0.637], [-1.247, -3.709, 0.762], [-2.195, -2.553, 0.863], [0.134, -3.503, 0.794], [0.632, -2.214, 0.948], [0.872, -1.549, -0.276], [1.545, -0.217, 0.037], [1.780, 0.448, -1.184], [2.607, 1.579, -1.079], [2.083, 2.683, -0.144], [0.645, 2.850, -0.210], [0.186, 3.824, 0.763], [-1.336, 3.885, 0.759], [-1.805, 4.276, -0.556], [-3.240, 4.447, -0.589], [-1.353, 3.298, -1.528], [0.170, 3.226, -1.529], [2.994, -5.153, 1.315], [2.921, -4.316, -0.234], [2.719, -3.402, 1.266], [1.193, -6.696, 0.536], [-1.239, -7.081, 0.449], [-2.792, -5.174, 0.613], [-1.704, -1.703, 1.330], [-3.070, -2.828, 1.448], [-2.535, -2.255, -0.130], [-0.067, -1.363, -0.814], [1.524, -2.147, -0.926], [0.891, 0.378, 0.685], [2.493, -0.401, 0.565], [2.697, 1.952, -2.102], [3.611, 1.288, -0.729], [2.625, 3.616, -0.392], [2.327, 2.423, 0.890], [0.535, 3.523, 1.754], [0.585, 4.830, 0.541], [-1.672, 4.628, 1.487], [-1.736, 2.898, 1.053], [-3.535, 4.776, -1.584], [-3.523, 5.214, 0.130], [-3.786, 3.521, -0.348], [-1.702, 3.602, -2.517], [-1.756, 2.294, -1.305], [0.484, 2.466, -2.244], [0.578, 4.206, -1.836]]
}

---

Referenced to the most stable arrangement, the calculated values in kcal/mol are P 0.0; Q 4.4.

---

--- P ---
{
  "formula": "H42O21",
  "method": "ωB97M-V/def2-TZVPD",
  "total_charge": 0,
  "e_lumo_ev": -0.545,
  "gap_ev": 9.4,
  "symbols": ["O", "H", "H", "O", "H", "H", "O", "H", "H", "O", "H", "H", "O", "H", "H", "O", "H", "H", "O", "H", "H", "O", "H", "H", "O", "H", "H", "O", "H", "H", "O", "H", "H", "O", "H", "H", "O", "H", "H", "O", "H", "H", "O", "H", "H", "O", "H", "H", "O", "H", "H", "O", "H", "H", "O", "H", "H", "O", "H", "H", "O", "H", "H"],
  "positions_angstrom": [[3.705, 3.150, -0.937], [3.877, 4.008, -1.025], [2.897, 3.064, -1.294], [1.325, 0.424, -0.438], [0.586, 0.366, -0.801], [2.102, -0.016, -0.816], [-4.722, -0.176, -0.063], [-4.031, -0.095, -0.647], [-4.881, -1.130, -0.188], [1.018, 0.503, 2.063], [1.142, 0.436, 1.208], [0.399, 1.178, 2.314], [-2.195, 1.806, 2.774], [-2.228, 2.703, 2.924], [-2.002, 1.771, 1.797], [-1.898, -2.489, -2.408], [-2.005, -2.814, -1.527], [-2.836, -2.932, -2.631], [-2.108, -1.577, 3.607], [-2.750, -0.963, 3.339], [-1.473, -1.156, 4.197], [-0.709, 2.249, -2.751], [-1.465, 2.818, -3.086], [-0.855, 1.972, -1.762], [0.298, 2.812, 0.713], [-0.462, 3.028, 1.333], [0.671, 3.465, 0.219], [1.183, -2.221, -4.430], [0.828, -1.495, -3.801], [2.076, -2.322, -4.551], [-3.359, 0.019, -2.036], [-2.370, -0.365, -2.089], [-3.420, 0.522, -2.817], [3.815, 3.419, 2.070], [4.185, 2.728, 1.644], [2.838, 3.383, 1.758], [2.606, -4.171, -0.032], [2.927, -4.580, -0.815], [1.725, -3.743, -0.193], [-1.668, -1.680, 0.334], [-1.292, -1.773, 1.196], [-0.969, -1.161, 0.001], [1.552, -4.179, 3.211], [0.657, -4.272, 2.797], [2.188, -3.985, 2.513], [-0.879, -0.385, -2.964], [-0.892, -1.317, -3.305], [-0.967, 0.322, -3.597], [2.713, -1.922, 3.072], [2.724, -0.974, 3.255], [2.979, -2.282, 4.000], [-2.769, -3.831, 1.995], [-3.081, -3.250, 2.572], [-1.834, -4.157, 1.974], [-2.375, 1.833, -0.597], [-2.962, 1.061, -0.806], [-2.246, 1.947, 0.457], [4.028, 1.178, -0.217], [3.372, 1.490, 0.528], [3.819, 1.523, -1.073], [1.497, 3.904, -1.867], [0.652, 3.481, -2.219], [1.320, 4.851, -2.089]]
}

---

--- Q ---
{
  "formula": "H42O21",
  "method": "ωB97M-V/def2-TZVPD",
  "total_charge": 0,
  "e_lumo_ev": -0.571,
  "gap_ev": 10.8,
  "symbols": ["O", "H", "H", "O", "H", "H", "O", "H", "H", "O", "H", "H", "O", "H", "H", "O", "H", "H", "O", "H", "H", "O", "H", "H", "O", "H", "H", "O", "H", "H", "O", "H", "H", "O", "H", "H", "O", "H", "H", "O", "H", "H", "O", "H", "H", "O", "H", "H", "O", "H", "H", "O", "H", "H", "O", "H", "H", "O", "H", "H", "O", "H", "H"],
  "positions_angstrom": [[-1.589, 0.365, -4.580], [-1.640, 1.329, -4.625], [-1.351, 0.286, -3.652], [1.106, -0.022, -4.193], [1.421, 0.514, -4.931], [0.243, 0.389, -4.065], [3.181, -0.997, -3.026], [3.062, -1.144, -3.965], [2.598, -0.280, -2.800], [-0.108, -0.379, -2.090], [-0.106, 0.542, -1.892], [0.759, -0.776, -2.125], [1.120, -3.992, 2.792], [1.977, -3.562, 2.724], [0.487, -3.402, 3.185], [-3.862, 0.587, -1.869], [-3.440, 1.018, -2.621], [-3.135, 0.068, -1.512], [-2.533, -2.106, 1.075], [-1.953, -2.865, 0.991], [-2.300, -1.407, 0.464], [-0.183, 1.971, 2.917], [-0.299, 2.352, 2.012], [-0.129, 1.015, 2.883], [-4.894, -0.988, 0.476], [-5.241, -0.634, 1.305], [-4.366, -1.720, 0.867], [-0.429, -4.088, 0.434], [-0.002, -3.230, 0.500], [0.032, -4.599, 1.111], [1.644, -1.641, 0.291], [1.846, -1.349, -0.599], [1.797, -2.589, 0.377], [-1.007, 1.835, -1.363], [-0.252, 1.591, -0.820], [-1.683, 1.957, -0.667], [1.724, 1.827, 0.626], [1.514, 0.908, 0.812], [1.393, 2.356, 1.364], [-0.589, 3.690, 1.004], [-0.097, 4.412, 1.404], [-0.097, 3.369, 0.225], [-3.161, 1.483, 0.788], [-3.734, 0.757, 0.494], [-3.621, 2.004, 1.438], [2.973, 1.744, -2.267], [2.552, 0.958, -2.630], [3.161, 1.480, -1.358], [2.911, -1.082, 2.620], [2.674, -0.834, 1.704], [2.735, -0.216, 3.014], [4.735, -2.214, -0.942], [4.397, -1.859, -1.766], [4.426, -1.526, -0.343], [-1.015, 0.495, 5.296], [-1.892, 0.561, 4.885], [-0.581, 1.031, 4.619], [-0.390, -1.742, 3.630], [-1.038, -2.311, 3.197], [-0.991, -1.221, 4.186], [0.505, 4.271, -1.391], [1.061, 3.598, -1.815], [-0.325, 4.011, -1.798]]
}

---

Referenced to the most stable arrangement, the calculated values in kcal/mol are P 135.3; Q 0.0.

---

--- P ---
{
  "formula": "C3H5N3S2",
  "method": "ωB97M-V/def2-TZVPD",
  "total_charge": 0,
  "e_lumo_ev": -0.958,
  "gap_ev": 8.1,
  "symbols": ["H", "N", "C", "N", "C", "S", "C", "N", "S", "H", "H", "H", "H"],
  "positions_angstrom": [[-1.146, 2.082, -0.157], [-1.847, 1.625, 0.538], [-1.500, 0.389, 0.807], [-0.335, -0.229, 0.199], [-0.377, -1.676, -0.190], [1.006, -2.426, -0.588], [0.653, 0.515, -0.473], [1.850, 0.635, 0.132], [0.355, 1.261, -1.939], [-2.065, -0.179, 1.508], [-1.368, -2.122, 0.191], [2.723, 0.608, -0.478], [2.050, -0.484, 0.450]]
}

---

--- Q ---
{
  "formula": "C3H5N3S2",
  "method": "ωB97M-V/def2-TZVPD",
  "total_charge": 0,
  "e_lumo_ev": 0.578,
  "gap_ev": 9.2,
  "symbols": ["C", "C", "C", "H", "H", "H", "H", "H", "N", "N", "N", "S", "S"],
  "positions_angstrom": [[-0.746, 0.720, 0.187], [0.091, 0.636, -0.947], [0.710, -0.539, -0.711], [-2.155, 1.445, 1.374], [-1.137, 2.997, 0.730], [-0.281, 0.989, -1.933], [1.594, -0.488, -2.741], [0.508, -3.103, 1.885], [-1.670, 1.777, 0.416], [0.487, -1.005, 0.603], [-0.545, -0.170, 1.183], [1.886, -1.275, -1.729], [1.259, -1.983, 1.682]]
}

---

--- R ---
{
  "formula": "C3H5N3S2",
  "method": "ωB97M-V/def2-TZVPD",
  "total_charge": 0,
  "e_lumo_ev": -0.706,
  "gap_ev": 8.0,
  "symbols": ["N", "N", "C", "S", "C", "N", "C", "S", "H", "H", "H", "H", "H"],
  "positions_angstrom": [[0.494, -1.154, 0.610], [0.632, -0.028, -0.081], [1.925, 0.356, -0.448], [3.250, -0.618, -0.314], [-0.311, 1.015, -0.296], [-1.552, 1.119, 0.060], [-2.466, 0.166, 0.312], [-2.897, -1.046, -0.620], [1.456, -1.133, 1.030], [0.190, -2.069, 0.097], [2.061, 1.283, -0.850], [0.214, 1.948, -0.714], [-2.998, 0.162, 1.214]]
}

---

Referenced to the most stable arrangement, the calculated values in kcal/mol are P 0.0; Q 24.7; R 11.4.

---

--- P ---
{
  "formula": "C4H12NS2",
  "method": "ωB97M-V/def2-TZVPD",
  "total_charge": 1,
  "e_lumo_ev": -3.513,
  "gap_ev": 9.0,
  "symbols": ["C", "S", "S", "C", "C", "C", "N", "H", "H", "H", "H", "H", "H", "H", "H", "H", "H", "H", "H"],
  "positions_angstrom": [[-1.587, 1.105, 2.845], [-0.382, 0.111, 2.073], [0.121, 1.071, 0.114], [-0.666, -0.129, -1.046], [0.495, -0.521, -2.051], [0.357, -1.890, -2.687], [1.814, -0.672, -1.291], [-1.155, 2.078, 2.801], [-1.627, 0.901, 3.887], [-2.614, 0.803, 2.615], [-1.428, 0.317, -1.715], [-1.082, -0.951, -0.577], [0.552, 0.430, -2.889], [1.224, -2.492, -3.149], [-0.351, -1.775, -3.498], [-0.260, -2.711, -2.201], [2.016, -1.669, -1.387], [2.612, -0.259, -1.879], [1.992, -0.279, -0.321]]
}

---

--- Q ---
{
  "formula": "C4H12NS2",
  "method": "ωB97M-V/def2-TZVPD",
  "total_charge": 1,
  "e_lumo_ev": -3.327,
  "gap_ev": 9.6,
  "symbols": ["C", "C", "S", "S", "C", "C", "N", "H", "H", "H", "H", "H", "H", "H", "H", "H", "H", "H", "H"],
  "positions_angstrom": [[-2.723, 2.130, -1.101], [-2.031, 1.373, 0.100], [-0.170, 1.097, -0.450], [0.537, 0.000, 1.223], [0.526, -1.830, 0.831], [1.719, -2.341, 0.016], [1.787, -1.339, -1.044], [-2.046, 1.812, -1.917], [-3.733, 1.481, -1.281], [-3.039, 3.147, -0.933], [-1.884, 1.862, 1.048], [-2.333, 0.314, 0.353], [-0.411, -1.914, 0.240], [0.543, -2.318, 1.803], [1.606, -3.351, -0.340], [2.577, -2.238, 0.670], [1.698, -0.492, -0.517], [1.026, -1.390, -1.719], [2.671, -1.078, -1.527]]
}

---

Referenced to the most stable arrangement, the calculated values in kcal/mol are P 16.4; Q 0.0.

---

--- P ---
{
  "formula": "C2H8S3",
  "method": "ωB97M-V/def2-TZVPD",
  "total_charge": 0,
  "e_lumo_ev": 0.004,
  "gap_ev": 8.9,
  "symbols": ["C", "C", "S", "H", "H", "H", "H", "H", "H", "S", "S", "H", "H"],
  "positions_angstrom": [[-0.268, 1.279, -0.917], [-0.997, 0.596, 0.253], [-1.512, -1.105, -0.136], [0.674, 1.790, -0.555], [-0.831, 2.035, -1.456], [0.203, 0.449, -1.625], [-0.366, 0.612, 1.147], [-1.892, 1.076, 0.610], [-0.966, -1.198, -1.297], [2.545, -1.162, 0.428], [1.265, -1.696, 1.929], [1.956, -1.591, -0.711], [0.190, -1.084, 2.330]]
}

---

--- Q ---
{
  "formula": "C2H8S3",
  "method": "ωB97M-V/def2-TZVPD",
  "total_charge": 0,
  "e_lumo_ev": 0.272,
  "gap_ev": 9.3,
  "symbols": ["C", "C", "S", "H", "H", "H", "H", "H", "H", "S", "S", "H", "H"],
  "positions_angstrom": [[-4.451, 2.458, -1.144], [-2.927, 2.606, -1.472], [-1.926, 1.648, -0.271], [-4.727, 1.665, -0.424], [-4.677, 3.403, -0.592], [-5.077, 2.256, -1.994], [-2.798, 3.678, -1.587], [-2.702, 2.113, -2.415], [-1.621, 2.657, 0.676], [3.236, -1.533, 1.585], [2.500, -2.758, 0.034], [3.795, -0.503, 0.812], [1.245, -2.280, 0.031]]
}

---

--- R ---
{
  "formula": "C2H8S3",
  "method": "ωB97M-V/def2-TZVPD",
  "total_charge": 0,
  "e_lumo_ev": 0.374,
  "gap_ev": 9.4,
  "symbols": ["C", "S", "S", "H", "H", "H", "H", "C", "S", "H", "H", "H", "H"],
  "positions_angstrom": [[1.293, 1.638, -4.007], [2.318, 0.755, -2.751], [0.981, -0.797, -2.391], [1.698, 1.338, -4.982], [1.539, 2.708, -3.983], [0.211, 1.560, -4.025], [0.421, -0.332, -1.241], [-2.771, -0.401, 3.492], [-2.485, -0.685, 5.297], [-1.743, -0.615, 3.229], [-3.506, -1.195, 3.287], [-3.334, 0.425, 3.058], [-1.222, -0.188, 5.387]]
}

---

Referenced to the most stable arrangement, the calculated values in kcal/mol are P 15.0; Q 0.0; R 6.0.